The following is a DFT calculation (wB97M-V/def2-TZVPD) of 4 unconnected molecules or ions with the total composition CH9NO5.

gap between HOMO and LUMO: 10.36 eV
LUMO level: 0.22 eV
ΔE to the lowest compared entry with this formula, charge and spin: 0.436 eV
largest force on an atom: 0.70 eV Å⁻¹
spin multiplicity: 1

Geometry as XYZ:
```
16
CH9NO5 | OMol25 | wB97M-V/def2-TZVPD
N -0.52 1.03 1.94
C -1.55 0.48 1.27
O -2.56 0.02 1.73
O -1.30 0.52 -0.10
H 0.36 1.06 1.44
H -0.57 1.19 2.92
H -1.36 -0.40 -0.41
O 1.25 -1.47 -0.26
H 1.08 -1.55 -1.21
H 1.05 -2.34 0.09
O -0.81 -1.15 -2.75
H -0.96 -1.08 -3.70
H -0.75 -0.25 -2.41
O 2.33 1.50 0.83
H 1.87 1.87 0.07
H 2.43 0.57 0.55
```

Atomic partial charges in e from the Mulliken method, atoms 1 to 8:
1 N -0.28
2 C 0.59
3 O -0.56
4 O -0.46
5 H 0.24
6 H 0.20
7 H 0.29
8 O -0.60

=====

The following is a DFT calculation (wB97M-V/def2-TZVPD) of 2 unconnected molecules or ions with the total composition C2H6FP.

gap between HOMO and LUMO: 9.37 eV
LUMO level: 0.58 eV
ΔE to the lowest compared entry with this formula, charge and spin: 1.883 eV
largest force on an atom: 3.06 eV Å⁻¹
spin multiplicity: 1

Geometry as XYZ:
```
10
C2H6FP | OMol25 | wB97M-V/def2-TZVPD
C 0.56 -1.63 0.18
C -0.84 1.43 -0.03
F -2.48 -0.57 -0.41
P -1.34 -0.14 0.79
H 0.87 -1.10 -0.66
H 0.18 -2.55 -0.23
H 1.42 -1.75 0.80
H -0.04 1.93 0.48
H -1.63 2.17 0.12
H -0.93 1.33 -1.04
```

Atomic partial charges in e from the Mulliken method, atoms 1 to 8:
1 C -1.07
2 C -1.00
3 F -0.33
4 P 0.40
5 H 0.32
6 H 0.31
7 H 0.32
8 H 0.35

=====

The following is a DFT calculation (wB97M-V/def2-TZVPD) of a molecular structure, C34H59BrNP3Ti.

gap between HOMO and LUMO (alpha / beta): 7.27 / 3.76 eV
LUMO level (alpha / beta): -5.63 / -9.14 eV
ΔE to the lowest compared entry with this formula, charge and spin: 0.000 eV
net charge: +2
largest force on an atom: 4.02 eV Å⁻¹
spin multiplicity: 3

Geometry as XYZ:
```
99
C34H59BrNP3Ti | OMol25 | wB97M-V/def2-TZVPD
C -0.71 7.33 -6.21
C -0.90 5.96 -6.48
C -1.19 5.59 -7.81
C -1.24 6.59 -8.80
N -1.03 7.88 -8.52
C -0.77 8.25 -7.27
C -0.78 4.97 -5.42
C -0.68 4.12 -4.54
C -0.67 3.06 -3.59
C 0.38 2.98 -2.66
C 0.42 1.89 -1.77
C -0.60 0.89 -1.87
C -1.67 0.99 -2.75
C -1.70 2.09 -3.61
Ti 0.25 0.35 -0.17
P 2.19 -0.92 -0.79
H -1.36 4.56 -8.10
H -0.49 7.68 -5.21
H -1.45 6.33 -9.84
H -0.61 9.31 -7.08
H -2.50 2.22 -4.34
H 1.16 3.73 -2.65
H -2.44 0.24 -2.72
H 1.28 1.78 -1.04
C 2.45 -2.58 -0.06
C 3.25 -3.59 -0.89
H 1.44 -2.95 0.14
H 2.92 -2.42 0.92
H 3.38 -4.53 -0.33
H 2.72 -3.86 -1.82
H 4.25 -3.24 -1.16
C 1.95 -1.18 -2.60
C 2.81 -0.38 -3.57
H 0.90 -0.93 -2.79
H 2.04 -2.26 -2.79
H 2.48 -0.61 -4.60
H 2.70 0.70 -3.44
H 3.88 -0.64 -3.52
C 3.70 0.05 -0.49
C 5.06 -0.63 -0.70
H 3.64 0.44 0.54
H 3.63 0.93 -1.15
H 5.85 0.11 -0.51
H 5.22 -1.46 0.01
H 5.19 -1.00 -1.72
Br -1.43 -1.38 0.01
P -2.59 -3.36 -4.19
C -0.75 -3.44 -3.99
C -0.23 -4.85 -4.25
H -0.50 -3.10 -2.97
H -0.33 -2.72 -4.72
H 0.84 -4.83 -4.48
H -0.38 -5.50 -3.38
H -0.75 -5.33 -5.10
C -3.13 -3.16 -2.44
C -4.55 -3.67 -2.17
H -3.05 -2.10 -2.20
H -2.39 -3.72 -1.85
H -4.70 -3.73 -1.09
H -5.31 -2.99 -2.57
H -4.72 -4.66 -2.60
C -2.77 -1.62 -4.77
C -3.02 -1.61 -6.28
H -1.86 -1.07 -4.51
H -3.62 -1.19 -4.22
H -3.39 -0.63 -6.59
H -2.10 -1.81 -6.84
H -3.76 -2.37 -6.57
C 2.74 0.19 3.30
C 1.41 0.88 3.59
C 1.55 1.90 4.73
P 0.59 1.46 2.04
C -1.22 1.34 2.39
C -1.70 1.90 3.75
C -1.97 1.97 1.21
C 1.10 3.21 1.73
C 0.39 4.25 2.61
C 2.63 3.39 1.71
H 2.63 -0.63 2.57
H 3.51 0.88 2.93
H 3.12 -0.25 4.23
H 0.72 0.09 3.94
H 2.23 2.73 4.47
H 0.60 2.32 5.06
H 1.99 1.38 5.60
H -1.42 0.26 2.40
H -1.49 2.97 3.85
H -2.78 1.76 3.81
H -1.24 1.37 4.60
H -1.58 1.65 0.21
H -3.02 1.63 1.26
H -1.94 3.07 1.26
H 0.75 3.40 0.69
H 0.52 4.07 3.68
H 0.83 5.24 2.38
H -0.68 4.32 2.39
H 3.12 2.66 1.04
H 2.85 4.39 1.32
H 3.07 3.30 2.71
```

Atomic partial charges in e from the Mulliken method, atoms 1 to 8:
1 C -0.43
2 C 0.53
3 C -0.45
4 C -0.30
5 N -0.56
6 C -0.32
7 C 0.17
8 C -1.10